The following is a quantum chemistry calculation of a cluster of 3 separate species, CH9N4S in total at a distorted geometry, from OMol25.

Structure (XYZ):
```
15
Properties=species:S:1:pos:R:3:forces:R:3
C 0.781820 1.056922 -0.050726 -3.20 -0.86 0.17
N 0.942811 2.322244 0.098172 -0.03 -1.05 -0.27
N 1.457171 0.010924 0.042719 -0.17 -2.17 0.34
N -2.656098 0.571176 -1.096138 0.85 0.07 -1.97
N 0.385778 -2.324158 0.689209 -0.63 -1.97 0.86
S -1.988702 0.428903 0.352778 1.28 0.39 1.09
H 0.116681 2.799585 -0.144115 -0.34 1.68 0.04
H 1.847355 2.653286 0.310330 0.88 1.34 0.18
H 0.999342 -1.036450 0.283505 -0.43 0.86 -0.47
H 2.379714 0.080135 0.366427 2.04 0.19 0.35
H -2.116032 0.047042 -1.782665 -0.79 -0.38 -0.11
H -2.842551 1.481421 -1.509857 -0.39 0.09 0.60
H -0.471128 -2.733228 0.251725 1.07 0.65 -0.34
H 1.177696 -3.047179 0.493766 -1.98 1.38 1.20
H -0.013862 -2.310624 1.694874 1.84 -0.23 -1.67
```
Forces are in eV/Å.

Values from the calculation:
Net charge: +1
Gap between HOMO and LUMO (alpha / beta) (eV): 8.09 / 7.55
F_max (eV Å⁻¹): 3.314
Energy above the lowest of the compared OMol25 structures with the same formula, charge and spin (kJ/mol): 230.3